(one)
This record from the OMol25 dataset describes a 2-piece molecular cluster, C4H12N3 overall. The level of theory is ωB97M-V/def2-TZVPD.

Bonds (Å) are listed after each position.
Geometry (Å):
1 C -1.7113 0.5895 -0.1213  N5 1.345, N6 1.265, N7 1.355
2 C 1.8677 -1.6492 -0.3052  C4 1.552, H8 1.109, H9 1.168, H10 1.158
3 C 1.7872 0.7370 0.6626  C4 1.331, H11 1.022, H12 1.106
4 C 2.1577 -0.5393 0.7408  C2 1.552, C3 1.331, H14 1.076
5 N -3.0547 0.6109 -0.1883  C1 1.345, H15 1.038, H16 1.053
6 N -1.0666 1.1225 0.8282  C1 1.265, H17 1.042, H18 0.984
7 N -1.0793 -0.0095 -1.1597  C1 1.355, H13 1.057, H19 1.038
8 H 0.8582 -2.0479 -0.0776  C2 1.109
9 H 1.6935 -1.2437 -1.3865  C2 1.168
10 H 2.7010 -2.4524 -0.2770  C2 1.158
11 H 2.0707 1.5657 1.1892  C3 1.022
12 H 1.4455 0.9748 -0.3619  C3 1.106
13 H -0.0564 -0.2269 -1.0075  N7 1.057
14 H 2.7520 -0.8245 1.5915  C4 1.076
15 H -3.6428 1.0549 0.5430  N5 1.038
16 H -3.5345 -0.0295 -0.8725  N5 1.053
17 H -1.6499 1.5689 1.5679  N6 1.042
18 H -0.0922 1.1667 0.6961  N6 0.984
19 H -1.4458 -0.3680 -2.0617  N7 1.038

Total charge = +1
Multiplicity = 1
Kohn-Sham gap = 10.660 eV
M = 102.2 g mol⁻¹
E_HOMO = -0.504 Eh
LUMO level = -3.0406 eV

(two)
This record from the OMol25 dataset describes an isolated ion of composition C4H12N3 and charge +1. The level of theory is ωB97M-V/def2-TZVPD.

Bonds (Å) are listed after each position.
Geometry (Å):
1 N 1.4413 -0.7534 2.4346  C2 1.379, H8 1.054, H9 1.034
2 C 0.6814 -1.3363 1.4429  N1 1.379, C3 1.414, H10 1.078
3 C 0.0665 -0.5549 0.4373  C2 1.414, N4 1.525, C5 1.559
4 N -0.7554 0.5775 1.0426  C3 1.525, H11 1.060, H12 1.012, H13 1.093
5 C -0.2975 -0.7420 -1.0667  C3 1.559, C6 1.576, H14 1.039, H15 1.135
6 C 0.1177 0.5348 -1.8920  C5 1.576, N7 1.499, H16 1.165, H17 1.227
7 N -0.7348 1.6905 -1.4612  C6 1.499, H18 1.070, H19 1.027
8 H 2.2970 -0.4620 1.8935  N1 1.054
9 H 1.7189 -1.4426 3.1542  N1 1.034
10 H 0.2421 -2.2799 1.7216  C2 1.078
11 H -0.1825 0.9211 1.8651  N4 1.060
12 H -1.1154 1.2159 0.3446  N4 1.012
13 H -1.6453 -0.0165 1.2658  N4 1.093
14 H -1.3212 -0.8336 -1.2188  C5 1.039
15 H 0.1321 -1.6758 -1.5471  C5 1.135
16 H 1.2779 0.6041 -1.8162  C6 1.165
17 H -0.1268 0.1718 -3.0382  C6 1.227
18 H -1.6593 1.8663 -1.9696  N7 1.070
19 H -0.1366 2.5149 -1.5924  N7 1.027

Total charge = +1
SMILES string = N/C=C(\[NH3+])CCN
Multiplicity = 1
Kohn-Sham gap = 8.140 eV
M = 102.2 g mol⁻¹
E_HOMO = -0.446 Eh
LUMO level = -4.0095 eV

(one) takes first place; second place is 247.7 kJ/mol up.

(one)
This record from the OMol25 dataset describes one molecule with the formula CH7NO2P2. The level of theory is ωB97M-V/def2-TZVPD.

Bonds (Å) are listed after each position.
Geometry (Å):
1 C 1.5146 -0.2607 0.4525  P2 1.842, H7 1.110, H8 1.068, H9 1.095
2 P 0.0818 0.2936 -0.5644  C1 1.842, O3 1.487, P4 2.187, N5 1.707
3 O 0.3310 1.0494 -1.8210  P2 1.487
4 P -1.0546 1.2845 1.0201  P2 2.187, H10 1.419, H11 1.429
5 N -0.5014 -1.2427 -1.0256  P2 1.707, O6 1.392, H12 1.048
6 O -1.1631 -1.8863 0.0158  N5 1.392, H13 0.954
7 H 1.2418 -0.3978 1.5193  C1 1.110
8 H 1.6729 -1.2082 -0.0145  C1 1.068
9 H 2.2946 0.5020 0.5459  C1 1.095
10 H -1.7459 2.0098 0.0148  P4 1.419
11 H 0.0880 2.1406 0.9544  P4 1.429
12 H -1.1824 -0.9542 -1.7685  N5 1.048
13 H -1.5774 -1.3300 0.6710  O6 0.954

SMILES string = C[P@](=O)(P)NO
Multiplicity = 1
Kohn-Sham gap = 10.404 eV
M = 127.0 g mol⁻¹
E_HOMO = -0.364 Eh
LUMO level = 0.5119 eV

(two)
This record from the OMol25 dataset describes a 2-piece molecular cluster, CH7NO2P2 overall. The level of theory is ωB97M-V/def2-TZVPD.

Bonds (Å) are listed after each position.
Geometry (Å):
1 C -2.3432 -0.7324 -0.5530  P2 1.848, H5 1.069, H6 1.109, H7 1.173
2 P -0.7762 0.2405 -0.4329  C1 1.848, N3 1.659, O4 1.639
3 N -0.6755 0.5147 1.1997  P2 1.659, O4 1.412, H8 0.979
4 O -1.1969 1.5729 0.4233  P2 1.639, N3 1.412
5 H -2.1773 -1.6786 -0.0839  C1 1.069
6 H -3.1587 -0.1652 -0.0611  C1 1.109
7 H -2.6677 -0.8497 -1.6740  C1 1.173
8 H 0.2661 0.7508 1.3232  N3 0.979
9 O 2.3776 0.9180 -0.4628  P10 1.572, H11 0.977
10 P 2.3009 -0.4801 0.2526  O9 1.572, H12 1.510, H13 1.467
11 H 1.5612 1.4342 -0.6090  O9 0.977
12 H 3.3546 -0.2135 1.3007  P10 1.510
13 H 3.1352 -1.3116 -0.6227  P10 1.467

SMILES string = Cp1[nH]o1.OP
Multiplicity = 1
Kohn-Sham gap = 9.724 eV
M = 127.0 g mol⁻¹
E_HOMO = -0.334 Eh
LUMO level = 0.6410 eV

(one) takes first place; second place is 148.3 kJ/mol up.

(one)
This record from the OMol25 dataset describes a 3-piece molecular cluster, C2H9NO2 overall. The level of theory is ωB97M-V/def2-TZVPD.

Bonds (Å) are listed after each position.
Geometry (Å):
1 C -1.3271 -0.6324 -1.5695  N2 1.255, H4 1.091, H5 1.101
2 N -1.1740 0.1843 -0.6288  C1 1.255, C3 1.444
3 C -1.9961 1.3701 -0.5695  N2 1.444, H6 1.085, H7 1.092, H8 1.091
4 H -0.9351 -1.6471 -1.4826  C1 1.091
5 H -1.6491 -0.3860 -2.5929  C1 1.101
6 H -2.9405 1.1620 -0.0765  C3 1.085
7 H -2.1832 1.8179 -1.5479  C3 1.092
8 H -1.5166 2.0996 0.0855  C3 1.091
9 O 3.9297 -1.5316 1.3331  H10 0.971, H11 0.965
10 H 3.3178 -0.8804 1.7141  O9 0.971
11 H 4.1766 -2.0711 2.0942  O9 0.965
12 O 1.0066 0.3498 1.3180  H13 0.961, H14 0.960
13 H 1.2388 -0.1319 0.5195  O12 0.961
14 H 0.0521 0.2967 1.4033  O12 0.960

SMILES string = C=NC.O.O
Multiplicity = 1
Kohn-Sham gap = 10.683 eV
M = 79.1 g mol⁻¹
E_HOMO = -0.361 Eh
LUMO level = 0.8702 eV

(two)
This record from the OMol25 dataset describes a 2-piece molecular cluster, C2H9NO2 overall. The level of theory is ωB97M-V/def2-TZVPD.

Bonds (Å) are listed after each position.
Geometry (Å):
1 N -2.0259 1.2007 -0.2026  C2 1.463, H4 1.016, H5 1.014
2 C -1.0977 0.7780 0.8464  N1 1.463, O3 1.403, H6 1.097, H7 1.083
3 O -1.1713 -0.6007 1.0934  C2 1.403, H8 0.964
4 H -1.5446 1.8074 -0.8596  N1 1.016
5 H -2.3028 0.3942 -0.7507  N1 1.014
6 H -1.2884 1.3549 1.7594  C2 1.097
7 H -0.0666 0.9588 0.5690  C2 1.083
8 H -2.0512 -0.8312 1.4137  O3 0.964
9 C 2.2896 -0.8257 -0.5954  O10 1.423, H11 1.084, H12 1.092, H13 1.092
10 O 1.0432 -0.8769 -1.2796  C9 1.423, H14 0.962
11 H 2.6172 0.2004 -0.4700  C9 1.084
12 H 3.0279 -1.3063 -1.2413  C9 1.092
13 H 2.2464 -1.3574 0.3576  C9 1.092
14 H 0.3242 -0.8962 -0.6402  O10 0.962

SMILES string = NCO.CO
Multiplicity = 1
Kohn-Sham gap = 10.591 eV
M = 79.1 g mol⁻¹
E_HOMO = -0.359 Eh
LUMO level = 0.8333 eV

(three)
This record from the OMol25 dataset describes a 2-piece molecular cluster, C2H9NO2 overall. The level of theory is ωB97M-V/def2-TZVPD.

Bonds (Å) are listed after each position.
Geometry (Å):
1 C -0.6827 1.4207 0.8408  N2 1.447, H5 1.149, H6 1.118, H7 1.047
2 N -0.6122 -0.0138 1.0159  C1 1.447, C3 1.365, H8 1.098
3 C -1.0778 -0.6754 -0.0832  N2 1.365, O4 1.452, H9 1.153, H10 1.176
4 O -0.1780 -0.8922 -1.2015  C3 1.452, H11 0.958
5 H 0.1471 1.9572 1.4266  C1 1.149
6 H -0.6983 1.7059 -0.2398  C1 1.118
7 H -1.6147 1.8167 1.1049  C1 1.047
8 H 0.3106 -0.4850 1.3796  N2 1.098
9 H -2.0435 -0.1667 -0.4557  C3 1.153
10 H -1.5333 -1.6265 0.4385  C3 1.176
11 H -0.1158 -1.8244 -1.4147  O4 0.958
12 O 2.6691 -0.4699 -0.5418  H13 0.931, H14 0.980
13 H 1.9754 -0.4246 -1.1606  O12 0.931
14 H 3.4540 -0.3222 -1.1090  O12 0.980

SMILES string = CNCO.O
Multiplicity = 1
Kohn-Sham gap = 9.706 eV
M = 79.1 g mol⁻¹
E_HOMO = -0.327 Eh
LUMO level = 0.8167 eV

(two) takes first place; second place is 30.1 kJ/mol up.

(one)
This record from the OMol25 dataset describes a 2-piece molecular cluster, C5H10 overall. The level of theory is ωB97M-V/def2-TZVPD.

Bonds (Å) are listed after each position.
Geometry (Å):
1 C 0.9590 -0.6471 -1.7651  C2 1.331, H4 1.085, H5 1.081
2 C 1.2498 -0.0454 -0.6135  C1 1.331, C3 1.542, H6 1.088
3 C 2.1032 1.2341 -0.4995  C2 1.542, H7 1.093, H8 1.086, H9 1.084
4 H 0.4692 -1.6105 -1.6734  C1 1.085
5 H 1.4397 -0.2815 -2.6613  C1 1.081
6 H 0.9575 -0.4361 0.3588  C2 1.088
7 H 2.8175 1.2422 -1.3266  C3 1.093
8 H 2.7345 1.1267 0.3772  C3 1.086
9 H 1.4759 2.1177 -0.4600  C3 1.084
10 C -2.1504 -0.7408 1.9281  C11 1.337, H12 1.085, H13 1.089
11 C -2.3838 -0.2309 0.7140  C10 1.337, H14 1.091, H15 1.090
12 H -1.9708 -1.7927 2.1262  C10 1.085
13 H -2.1832 -0.0804 2.7930  C10 1.089
14 H -3.0408 -0.7110 -0.0129  C11 1.091
15 H -2.4772 0.8555 0.7150  C11 1.090

SMILES string = C=CC.C=C
Multiplicity = 1
Kohn-Sham gap = 10.731 eV
M = 70.1 g mol⁻¹
E_HOMO = -0.350 Eh
LUMO level = 1.2192 eV

(two)
This record from the OMol25 dataset describes one molecule with the formula C5H10. The level of theory is ωB97M-V/def2-TZVPD.

Bonds (Å) are listed after each position.
Geometry (Å):
1 C -1.1666 0.5520 -0.0773  C2 1.559, C5 1.537, H6 1.097, H7 1.096
2 C 0.2061 1.2369 -0.3528  C1 1.559, C3 1.553, H8 1.096, H9 1.096
3 C 1.2912 0.1557 -0.0970  C2 1.553, C4 1.534, H10 1.097, H11 1.096
4 C 0.5094 -1.1618 -0.0201  C3 1.534, C5 1.526, H12 1.095, H13 1.098
5 C -0.8289 -0.7824 0.6067  C1 1.537, C4 1.526, H14 1.099, H15 1.095
6 H -1.6731 0.3550 -1.0298  C1 1.097
7 H -1.8546 1.1624 0.5192  C1 1.096
8 H 0.2560 1.5935 -1.3881  C2 1.096
9 H 0.3648 2.1173 0.2801  C2 1.096
10 H 1.8232 0.3497 0.8429  C3 1.097
11 H 2.0512 0.1259 -0.8863  C3 1.096
12 H 1.0192 -1.9680 0.5170  C4 1.095
13 H 0.3084 -1.5154 -1.0399  C4 1.098
14 H -0.7385 -0.6497 1.6936  C5 1.099
15 H -1.5678 -1.5711 0.4316  C5 1.095

SMILES string = C1CCCC1
Multiplicity = 1
Kohn-Sham gap = 12.320 eV
M = 70.1 g mol⁻¹
E_HOMO = -0.407 Eh
LUMO level = 1.2557 eV

(two) takes first place; second place is 249.3 kJ/mol up.